# 1
The following is a quantum chemistry calculation of C39H37CoN2P2SSi as an isolated structure at a distorted geometry, from the OMol25 dataset.

Last column: Mulliken charge in e.
Cartesian coordinates (Å):
Co  -0.37024  -0.24319  -1.03273  0.75
C  -1.51239  2.92455  -2.05898  -1.18
Si  -0.38328  2.01062  -0.91830  1.33
C  1.40823  2.44866  -1.23222  0.03
C  1.75517  3.75746  -1.57828  -0.85
C  3.08181  4.11403  -1.78856  -0.93
C  4.08436  3.16119  -1.68025  -0.81
C  3.76320  1.84753  -1.36570  -1.06
C  2.43318  1.49612  -1.15890  0.97
P  1.91467  -0.20920  -0.85933  2.21
C  3.41516  -1.21924  -0.74192  0.64
C  4.18216  -1.11644  0.42028  -0.24
C  5.39856  -1.77226  0.51622  -0.90
C  5.85171  -2.54370  -0.54474  -0.60
C  5.09182  -2.65277  -1.70047  -0.91
C  3.87433  -1.99573  -1.80621  -0.52
C  1.19117  -0.79615  -2.42535  0.02
C  0.73504  -2.13378  -2.44391  -0.31
C  0.18198  -2.66919  -3.59271  -0.71
C  0.05486  -1.88025  -4.73322  -0.65
C  0.48263  -0.56158  -4.72806  -0.79
C  1.04946  -0.01818  -3.58121  -0.36
C  -0.83266  2.39875  0.85425  0.36
C  -0.97851  3.72592  1.28855  -1.11
C  -1.18652  4.01409  2.62561  -0.86
C  -1.24337  2.98342  3.56463  -0.96
C  -1.11823  1.66905  3.15568  -0.39
C  -0.94346  1.38019  1.79781  0.33
P  -0.80574  -0.30827  1.17048  1.67
C  -2.33915  -1.19373  1.57555  0.59
C  -3.30680  -0.66682  2.42803  -0.81
C  -4.43318  -1.41135  2.75683  -0.72
C  -4.60703  -2.68258  2.23072  -0.74
C  -3.65282  -3.21171  1.36953  -0.71
C  -2.52549  -2.47315  1.04641  -0.63
C  0.43742  -1.05261  2.27013  0.57
C  0.24021  -2.28430  2.88614  -0.82
C  1.17241  -2.76220  3.80160  -0.76
C  2.29189  -2.00931  4.11263  -0.75
C  2.49149  -0.77565  3.50126  -0.63
C  1.57573  -0.30390  2.57762  -0.58
H  -1.33325  3.99810  -1.93994  0.42
H  -2.56093  2.73472  -1.82438  0.31
H  -1.34505  2.67191  -3.10775  0.37
H  0.99347  4.52451  -1.66510  0.34
H  3.33091  5.13817  -2.03552  0.46
H  5.11602  3.43516  -1.85702  0.46
H  4.54736  1.10381  -1.30271  0.50
H  3.83743  -0.51710  1.25097  0.38
H  5.99038  -1.68098  1.41752  0.46
H  6.80032  -3.05959  -0.47168  0.43
H  5.44964  -3.24652  -2.53125  0.45
H  3.31086  -2.08519  -2.72318  0.42
H  0.87364  -2.76471  -1.56980  0.52
H  -0.15084  -3.69864  -3.60295  0.52
H  -0.37825  -2.30231  -5.63084  0.43
H  0.38942  0.04355  -5.62012  0.50
H  1.41159  1.00348  -3.58519  0.52
H  -0.90607  4.54677  0.58240  0.36
H  -1.28779  5.04269  2.94783  0.48
H  -1.38234  3.21243  4.61328  0.47
H  -1.14661  0.87218  3.89055  0.64
H  -3.19566  0.32712  2.83983  0.49
H  -5.16860  -0.99891  3.43617  0.48
H  -5.47913  -3.26583  2.49681  0.44
H  -3.78428  -4.20357  0.95650  0.49
H  -1.78946  -2.90232  0.37653  0.46
H  -0.63981  -2.87594  2.67487  0.43
H  1.00819  -3.71689  4.28362  0.47
H  3.00564  -2.37356  4.84019  0.45
H  3.35698  -0.17689  3.75744  0.50
H  1.72324  0.67736  2.13532  0.61
C  -4.96218  1.31463  0.04277  -1.43
N  -3.73062  0.76154  -0.50648  0.20
C  -3.67648  -0.26224  -1.33302  1.02
N  -4.81079  -0.81506  -1.75359  -0.39
S  -2.20256  -0.93588  -1.96113  -0.80
H  -4.70164  2.14247  0.69600  0.32
H  -5.49358  0.56389  0.62932  0.51
H  -5.60200  1.69780  -0.75375  0.48
H  -2.84755  1.13138  -0.19288  -0.77
H  -5.71206  -0.46518  -1.47329  0.19
H  -4.77728  -1.58075  -2.40526  0.23

Atomic forces in eV per Å
0.8 -1.0 1.4
-0.1 0.0 -0.3
0.2 -0.6 0.3
0.1 0.2 -0.2
0.0 0.0 0.1
0.0 0.0 0.0
0.0 0.0 0.0
0.0 0.0 -0.1
0.1 -0.1 0.1
-0.3 0.5 -1.3
-0.1 -0.1 0.6
0.0 0.0 0.0
0.0 0.0 0.0
0.0 0.0 0.0
0.0 0.0 0.0
0.1 0.0 0.0
0.2 0.0 -0.4
0.0 0.0 0.1
-0.1 0.0 -0.1
0.0 -0.1 0.0
0.0 0.1 0.1
-0.2 0.1 0.0
-0.2 0.4 0.1
0.1 0.0 0.0
0.0 -0.1 0.1
0.0 0.1 -0.1
0.0 0.0 0.0
0.0 0.0 0.1
-0.2 0.2 -0.3
0.0 -0.1 0.0
0.0 0.0 0.0
0.0 0.0 0.0
0.0 0.0 0.0
0.0 0.0 0.0
0.0 0.0 0.0
0.0 -0.1 -0.1
0.1 -0.1 0.0
0.0 0.0 0.0
0.0 0.0 0.0
0.0 0.0 0.0
0.0 0.1 0.1
0.0 0.0 0.0
0.0 0.1 -0.1
0.0 0.0 0.0
0.0 0.0 0.0
0.0 0.0 0.0
0.0 0.0 0.0
0.0 0.0 0.0
0.0 0.0 0.0
0.0 0.0 0.0
0.0 0.0 0.0
0.0 0.0 0.0
0.0 0.0 0.0
0.0 0.0 0.0
0.0 0.0 0.0
0.0 0.0 0.0
0.0 0.0 0.0
0.0 0.0 0.0
0.0 0.0 0.0
0.0 0.0 0.0
0.0 0.0 0.0
0.0 0.0 0.0
0.0 0.0 0.0
0.0 0.0 0.0
0.0 0.0 0.0
0.0 0.0 0.0
0.0 0.0 0.0
0.0 0.0 0.0
0.0 0.0 0.0
0.0 0.0 0.0
0.0 0.0 0.0
0.0 0.0 0.0
0.1 0.0 0.0
0.1 0.0 0.0
-0.1 -0.2 -0.2
0.1 0.0 0.0
-0.3 0.5 -0.2
0.0 0.0 0.0
0.0 0.0 0.0
0.0 0.0 0.0
0.0 0.0 0.1
0.0 0.0 0.0
0.0 0.0 0.0

Values from the calculation:
Strongest force on any atom   1.90 eV/A
Total charge   +2
Energy above the lowest of the compared OMol25 structures with the same formula, charge and spin   0.5781 eV
HOMO (spin up / spin down)   -13.9 / -13.9 eV
Total energy   -118930.2029 eV
Spin multiplicity   1
HOMO-LUMO gap (spin up / spin down)   7.62 / 7.61 eV
LUMO (spin up / spin down)   -6.31 / -6.31 eV


# 2
The following is a quantum chemistry calculation of a 2-piece molecular cluster, C39H37F2N2O2 overall at a distorted geometry, from the OMol25 dataset.

Last column: Mulliken charge in e.
Cartesian coordinates (Å):
C  5.67629  1.31037  13.26887  -1.30
C  4.51631  1.12294  12.42233  0.28
C  4.36068  0.74655  11.10965  -0.82
C  2.95021  0.73368  10.86053  -0.09
C  2.33380  1.06132  12.05063  -0.70
C  0.90719  1.24008  12.37550  0.59
N  0.39493  2.50866  11.91320  0.24
C  1.05232  3.74849  12.25134  -1.04
C  -0.90502  2.41930  11.44379  0.04
O  -1.56405  3.34410  10.98803  -0.67
C  -1.30501  0.95018  11.54192  -0.12
C  -2.17831  0.72620  12.78562  -0.75
C  -3.50982  1.44159  12.68151  0.28
C  -3.73777  2.64134  13.36529  -0.29
C  -4.92651  3.35037  13.16739  -0.62
C  -5.91310  2.84273  12.31213  -0.48
C  -5.71256  1.60938  11.67982  -0.64
C  -4.51676  0.90621  11.87274  -0.20
N  0.02530  0.34070  11.64097  0.38
C  0.27759  -0.97503  11.54286  -0.71
C  -0.55770  -1.85056  10.88736  -0.41
C  -0.78893  -3.16963  11.41886  1.00
C  -1.75777  -4.02989  10.84877  -0.41
C  -1.96636  -5.30688  11.35825  -0.68
C  -1.27971  -5.72645  12.50650  -0.60
C  -0.35584  -4.87156  13.11851  -0.70
C  -0.10742  -3.61128  12.58445  -0.48
O  3.28148  1.32817  13.00357  -0.42
H  6.56808  1.17589  12.64934  0.35
H  5.69555  2.31367  13.71218  0.31
H  5.70153  0.57984  14.08815  0.29
H  5.13934  0.49204  10.39437  0.44
H  2.43895  0.51803  9.92102  0.73
H  0.75163  1.12659  13.47500  0.10
H  0.35103  4.57051  12.08923  0.42
H  1.36368  3.70573  13.30408  0.34
H  1.94361  3.90364  11.62498  0.26
H  -1.81879  0.60882  10.63536  0.60
H  -2.33776  -0.35933  12.88852  0.32
H  -1.60852  1.08003  13.65937  0.46
H  -2.96137  3.02932  14.02901  0.33
H  -5.07656  4.30293  13.68166  0.36
H  -6.83832  3.40240  12.14669  0.37
H  -6.48512  1.18804  11.03213  0.37
H  -4.34367  -0.05560  11.38138  0.39
H  1.21119  -1.29045  12.01860  0.62
H  -1.17335  -1.48569  10.05571  0.44
H  -2.32286  -3.65424  9.98814  0.44
H  -2.67458  -5.97266  10.86302  0.47
H  -1.48508  -6.70654  12.93489  0.39
H  0.17374  -5.17114  14.02131  0.39
H  0.59918  -2.93390  13.07370  0.28
C  3.48706  1.27791  4.30715  -1.48
C  2.91485  0.24447  5.20427  0.82
C  1.82228  -0.51210  4.79340  0.21
F  1.33942  -0.28553  3.53169  -0.33
C  1.20245  -1.46598  5.57339  -0.97
C  1.60780  -1.63435  6.93847  0.70
C  0.92036  -2.47855  7.84826  -0.25
C  -0.23273  -3.25636  7.53213  0.87
C  -1.29384  -2.79614  6.69321  -1.09
C  -2.35755  -3.63694  6.43227  0.25
F  -3.32710  -3.21737  5.55639  -0.38
C  -2.49710  -4.91632  6.96696  0.87
C  -3.69714  -5.74062  6.67030  -1.56
C  -1.45010  -5.37175  7.78419  -0.54
C  -0.36590  -4.56331  8.08087  -0.86
C  2.78782  -0.92517  7.34033  -0.84
C  3.41739  -0.02424  6.49028  -0.66
H  4.41362  1.66620  4.73536  0.38
H  3.69747  0.88246  3.30608  0.35
H  2.79584  2.12127  4.18538  0.32
H  0.40140  -2.06686  5.15463  0.93
H  1.41610  -2.67467  8.80764  0.37
H  -1.25973  -1.79645  6.25998  0.98
H  -3.71975  -6.60473  7.33748  0.39
H  -4.61902  -5.16979  6.82059  0.35
H  -3.69082  -6.10414  5.63529  0.34
H  -1.51638  -6.36946  8.22268  0.39
H  0.42073  -4.91250  8.75685  0.35
H  3.18396  -1.11483  8.34325  0.61
H  4.31391  0.49703  6.82175  0.33

Atomic forces in eV per Å
1.0 0.1 0.6
-1.4 -0.3 -1.1
-0.2 0.3 0.6
-0.6 0.1 0.8
1.4 -0.3 -1.3
-0.5 0.2 0.3
-1.0 0.3 0.0
0.2 0.1 0.0
0.1 1.1 -0.9
0.7 -1.0 0.8
0.3 0.3 -0.6
0.0 -0.3 0.2
-0.1 0.0 0.2
-0.1 0.0 -0.4
0.0 -0.2 0.0
0.2 -0.1 0.1
0.2 0.0 0.1
-0.1 0.4 0.0
0.3 -0.2 0.1
-0.4 -0.2 -0.4
0.4 0.7 -0.1
0.1 -1.1 0.2
0.5 0.4 0.0
0.1 0.0 0.4
-0.1 0.0 -0.2
0.0 0.2 -0.3
-0.3 -0.2 -0.3
0.1 -0.4 -0.7
0.0 0.1 0.3
0.0 -0.2 -0.1
0.0 0.2 -0.2
-0.1 0.2 0.4
0.2 0.1 0.4
0.2 0.1 -0.4
0.1 -0.2 0.1
-0.1 0.2 -0.2
-0.2 0.0 0.2
0.1 0.3 0.2
0.1 0.3 0.1
-0.3 -0.1 -0.1
-0.2 0.0 -0.2
0.0 -0.3 -0.2
0.4 -0.2 0.1
0.2 0.2 0.2
-0.1 0.3 0.1
-0.5 -0.1 0.2
-0.3 0.0 0.7
0.1 -0.3 0.3
0.1 0.2 0.3
0.1 0.2 -0.1
-0.2 0.0 -0.2
-0.3 -0.4 -0.1
0.5 0.3 -0.1
-0.1 -0.2 0.5
-0.9 -0.4 -0.7
0.4 -0.3 1.1
0.0 0.3 0.3
0.4 0.7 -0.5
0.7 -0.6 -0.6
-1.0 -0.3 0.1
0.3 -0.2 -0.1
-0.2 0.7 -0.8
0.8 -0.2 0.9
0.7 -0.1 0.2
-0.3 -0.3 0.1
-0.1 0.1 -0.1
0.4 0.4 0.4
-0.3 -0.1 0.1
-0.2 -0.3 0.2
-0.1 0.0 -0.1
-0.1 0.0 0.2
0.0 -0.2 0.0
0.3 0.2 -0.1
-0.2 0.0 -0.3
-0.3 -0.3 0.2
0.0 0.0 -0.1
0.2 0.0 -0.1
0.0 0.1 0.2
0.0 0.3 -0.1
-0.4 0.0 -0.2
-0.1 0.2 -0.3
-0.2 -0.1 0.0

Values from the calculation:
Strongest force on any atom   1.96 eV/A
Total charge   +1
Energy above the lowest of the compared OMol25 structures with the same formula, charge and spin   0.0699 eV
HOMO   -9.5 eV
Total energy   -53545.8174 eV
Spin multiplicity   1
HOMO-LUMO gap   3.84 eV
LUMO   -5.66 eV